Entry 1:
{"formula": "C38H125BN3O24P", "method": "ωB97M-V/def2-TZVPD", "gap_ha": 0.029, "e_lumo_ev": -4.483, "species": ["O", "H", "H", "H", "O", "H", "H", "H", "O", "H", "H", "H", "O", "H", "H", "H", "B", "H", "H", "H", "H", "P", "O", "O", "O", "O", "C", "C", "C", "O", "C", "N", "H", "H", "H", "H", "H", "H", "H", "H", "H", "H", "H", "C", "C", "C", "O", "C", "N", "H", "H", "H", "H", "H", "H", "H", "H", "H", "H", "H", "C", "C", "O", "H", "H", "H", "H", "H", "H", "C", "C", "O", "H", "H", "H", "H", "H", "H", "C", "C", "O", "H", "H", "H", "H", "H", "H", "C", "C", "O", "H", "H", "H", "H", "H", "H", "C", "C", "O", "H", "H", "H", "H", "H", "H", "C", "C", "O", "H", "H", "H", "H", "H", "H", "C", "C", "O", "H", "H", "H", "H", "H", "H", "C", "C", "O", "H", "H", "H", "H", "H", "H", "C", "C", "O", "H", "H", "H", "H", "H", "H", "C", "C", "O", "H", "H", "H", "H", "H", "H", "C", "C", "O", "H", "H", "H", "H", "H", "H", "C", "C", "O", "H", "H", "H", "H", "H", "H", "C", "O", "C", "C", "N", "C", "C", "O", "C", "H", "H", "H", "H", "H", "H", "H", "H", "H", "H", "H", "H", "H", "H", "H"], "coordinates": [[2.65503, -0.29728, 2.75185], [2.94581, -1.32036, 1.43209], [1.84956, -0.67288, 3.27571], [2.50530, 0.72066, 2.85813], [-2.40588, -1.05935, 2.78082], [-2.14195, -0.88291, 3.80454], [-1.07875, -0.46451, 1.77756], [-2.55517, -2.05099, 2.76940], [-0.91107, -2.66844, -2.76361], [-1.61342, -3.35681, -2.76954], [-1.44051, -1.06981, -3.59899], [-0.45847, -2.49339, -1.83980], [-4.32296, 0.12349, 0.80679], [-4.12070, -0.52116, 1.44134], [-3.68296, 0.86681, 0.89135], [-2.25503, -1.37836, -0.17248], [-1.99588, -0.55982, 5.65526], [-1.70095, 0.51692, 5.26297], [6.42767, -5.85811, -3.20523], [1.70354, 3.26671, 11.63057], [-10.26837, -0.40555, 1.72740], [-0.24724, -0.64475, -0.20429], [-0.15796, -0.43443, 1.33286], [0.38974, -1.98894, -0.48064], [0.37756, 0.45608, -0.94591], [-1.80768, -0.64342, -0.57598], [-2.96628, 1.59798, -4.97891], [-2.27131, 0.26789, -4.89561], [-1.16562, 0.13364, -5.93556], [-0.68174, -1.21507, -5.87413], [0.73011, -1.30388, -5.96914], [-1.71089, -0.09242, -3.56157], [-2.19635, 2.36241, -4.83857], [-3.72876, 1.72995, -4.13881], [-3.52387, 1.70685, -5.86306], [-3.02772, -0.54111, -5.07373], [-0.38448, 0.95051, -5.70174], [-1.58730, 0.43038, -6.92740], [1.28007, -0.98308, -5.05244], [1.16404, -0.82097, -6.88853], [1.00498, -2.37030, -6.09441], [-0.79038, 0.37142, -3.47582], [-2.35658, 0.09879, -2.75088], [2.90427, -3.58239, -3.08718], [3.04090, -4.76128, -3.98337], [1.91588, -5.77249, -3.70055], [1.94280, -6.68371, -4.79727], [0.89697, -7.58589, -4.77442], [3.00147, -4.23107, -5.35770], [3.72892, -2.89931, -3.32188], [2.96185, -3.75262, -2.00905], [1.98527, -3.10655, -3.36841], [3.95430, -5.29478, -3.73778], [0.97397, -5.23568, -3.61770], [2.17375, -6.29904, -2.74851], [0.00726, -7.02315, -5.06187], [0.79393, -8.11369, -3.79906], [1.04110, -8.27952, -5.60749], [2.50372, -4.92321, -5.96200], [2.44191, -3.39641, -5.29012], [6.18790, 2.38270, 1.08937], [7.07690, 2.13772, 2.31127], [7.75622, 0.89573, 2.17598], [5.78511, 1.44644, 0.75878], [6.80470, 2.76737, 0.26546], [5.40628, 3.11415, 1.25517], [6.46906, 2.10141, 3.24211], [7.88548, 2.86390, 2.42657], [8.15054, 0.75606, 1.30580], [4.37228, 0.09657, -3.61006], [3.50773, 0.59448, -2.42723], [2.12404, 0.66407, -2.95187], [3.83125, -0.79558, -3.87810], [5.42380, -0.10536, -3.34065], [4.36778, 0.82532, -4.48038], [3.90145, 1.57229, -2.09474], [3.45763, -0.08782, -1.51223], [1.42063, 0.38172, -2.27227], [0.86728, 4.11346, 2.51833], [1.44227, 3.28570, 1.38861], [0.31427, 2.65787, 0.72849], [0.61197, 3.50606, 3.39647], [-0.04740, 4.61793, 2.39072], [1.58038, 4.89347, 2.76524], [2.17215, 2.58758, 1.80168], [2.09494, 3.92308, 0.72697], [0.52722, 1.77866, 0.26545], [-3.95170, 1.87688, 3.69134], [-2.58405, 2.29444, 3.22069], [-2.46487, 2.09587, 1.79598], [-4.71968, 2.33204, 3.02904], [-4.23356, 2.19704, 4.66723], [-3.92575, 0.79391, 3.61489], [-1.84293, 1.65478, 3.70756], [-2.26180, 3.31524, 3.41840], [-1.61116, 2.44496, 1.53056], [-3.16134, -5.19458, -0.96277], [-3.81628, -3.85845, -0.78450], [-3.04226, -3.12495, 0.19461], [-3.88374, -5.80860, -1.54559], [-3.12017, -5.65260, -0.00654], [-2.16104, -5.20468, -1.43685], [-4.87137, -3.93830, -0.45535], [-3.87077, -3.29717, -1.72900], [-2.21993, -3.57062, 0.31664], [1.11922, -2.51102, 6.46664], [1.71599, -2.12893, 5.07657], [0.91175, -1.16868, 4.44352], [1.82610, -3.26033, 6.86256], [0.11504, -2.95525, 6.57391], [1.07820, -1.67283, 7.13771], [1.61134, -3.02799, 4.51321], [2.73965, -1.76363, 5.08320], [-0.02462, -1.18629, 4.78664], [0.73760, -6.16778, 1.87498], [0.65727, -5.50102, 0.55908], [-0.33680, -4.44195, 0.47581], [-0.22480, -6.67243, 2.16397], [0.97403, -5.40467, 2.69450], [1.54549, -6.92287, 1.91560], [0.56446, -6.24978, -0.23726], [1.63441, -5.02241, 0.40812], [0.06498, -3.57767, 0.56537], [1.15913, 4.82670, -3.97368], [0.63560, 3.97359, -5.12421], [0.12695, 2.72129, -4.56094], [1.95172, 4.36353, -3.45129], [0.32024, 5.08730, -3.30595], [1.63620, 5.69274, -4.45859], [1.35273, 3.79292, -5.95732], [-0.19813, 4.43625, -5.61337], [0.75942, 2.40857, -3.91049], [5.08269, 0.68730, 5.73466], [6.33537, 0.01610, 5.13852], [7.43266, 0.91964, 5.08217], [4.42374, 1.11128, 5.00135], [5.38305, 1.50384, 6.43114], [4.54772, -0.02170, 6.37721], [6.13732, -0.36722, 4.12924], [6.56158, -0.84622, 5.67417], [7.95466, 0.66890, 4.31661], [-6.42296, 0.32083, -3.40233], [-5.71774, 0.71858, -2.08140], [-4.45209, 0.04868, -1.85356], [-6.77666, -0.69120, -3.26668], [-5.73402, 0.37416, -4.26565], [-7.33138, 0.90094, -3.76160], [-6.34648, 0.52038, -1.23878], [-5.55942, 1.79395, -2.22702], [-4.35959, -0.15914, -0.87239], [-6.26354, -3.21068, 7.07119], [-5.41926, -1.91414, 6.89322], [-4.44788, -2.10194, 5.84238], [-6.54472, -3.68136, 6.13973], [-7.12598, -2.95195, 7.66405], [-5.64135, -3.98566, 7.61280], [-4.96209, -1.59285, 7.83945], [-6.08262, -1.13876, 6.55624], [-3.63686, -1.59400, 6.03424], [5.07581, -2.07072, -0.50990], [4.06415, -2.59097, 0.49375], [2.94817, -1.74056, 0.43947], [5.94264, -2.77485, -0.66429], [5.40103, -1.03144, -0.30504], [4.57485, -2.12344, -1.48373], [4.49006, -2.55814, 1.47422], [3.88922, -3.63708, 0.35817], [2.03313, -1.74991, 0.05703], [-5.73139, 4.58051, -0.84362], [-4.39016, 4.93186, -1.26774], [-3.40328, 3.93643, -0.90427], [-2.15611, 4.61678, -0.28491], [-1.59245, 5.49933, -1.33808], [-0.41587, 6.24778, -1.00858], [-0.58637, 7.40858, -0.05724], [0.56064, 8.27461, 0.07877], [0.34096, 9.41448, 0.83906], [-6.21411, 3.92430, -1.61522], [-6.29867, 5.51894, -0.84604], [-5.63350, 4.04650, 0.09455], [-3.11505, 3.43654, -1.76036], [-3.67637, 3.19311, -0.11887], [-1.37228, 3.82750, -0.06830], [-2.35788, 5.18321, 0.61453], [-2.30689, 6.02530, -1.77488], [-0.01810, 6.54706, -1.96495], [0.36436, 5.57658, -0.60837], [-0.95404, 7.01761, 0.87121], [-1.37062, 8.07666, -0.39141], [-0.26015, 10.07977, 0.17383], [1.31540, 9.87518, 1.02047], [-0.12935, 9.15162, 1.81474]], "forces_ev_per_angstrom": [[-1.389, 1.547, 0.781], [-1.020, 0.532, -1.906], [1.160, 0.836, -0.983], [0.562, -2.804, -0.646], [0.718, -0.863, 3.225], [-1.076, -0.947, -3.706], [1.518, -0.003, -0.425], [0.157, 1.413, -0.005], [0.282, 0.019, 0.933], [0.993, 0.729, 0.602], [-0.101, -1.063, 0.494], [-1.101, -1.037, -1.797], [-0.438, 1.840, -1.627], [0.619, -1.200, 1.502], [-0.237, -0.651, 0.343], [-1.144, -1.267, 0.267], [0.071, -0.090, 0.494], [0.155, 0.785, 0.117], [-0.103, 0.085, 0.116], [-0.020, -0.027, -0.049], [0.056, 0.004, -0.001], [-0.983, -0.573, -0.775], [-1.680, 0.350, 2.095], [0.738, -0.601, 0.164], [0.599, 1.415, -0.540], [1.337, 0.812, -0.148], [0.057, 0.527, 3.125], [-1.459, -1.514, -0.937], [0.505, 1.069, 0.291], [0.266, 1.081, -0.176], [1.279, -0.807, -0.523], [0.378, 1.441, -0.059], [-0.335, 0.270, -0.288], [1.040, -0.296, -0.895], [-0.367, 0.122, -1.360], [0.588, 0.547, 0.004], [-0.768, -1.484, -0.238], [0.284, -0.624, 0.493], [-0.566, 0.292, -0.528], [-0.590, -0.002, 0.889], [-0.578, 0.451, 0.061], [-0.617, 0.297, 0.569], [0.572, -0.224, -0.677], [0.941, 0.774, 0.369], [-0.435, -0.896, 0.080], [1.358, -0.116, -0.351], [0.771, 0.555, 0.837], [-0.687, -0.298, -0.493], [-0.298, -1.321, -0.060], [-0.133, 0.005, -0.002], [-0.276, -0.363, -0.085], [-0.728, 0.599, 0.359], [0.530, 0.028, -0.521], [-0.542, -0.116, -0.043], [-0.453, 0.200, -0.472], [-0.661, -0.204, 0.508], [-0.051, 0.246, -0.599], [0.194, -0.239, 0.368], [0.666, 0.872, 0.594], [-0.187, 0.154, -0.437], [1.160, 0.752, -0.057], [-0.220, 0.098, -0.296], [-0.081, -1.098, 0.504], [-0.533, -0.541, -0.051], [-0.143, -0.073, 0.060], [-0.208, 0.051, 0.156], [0.633, -0.125, -0.622], [-0.532, 0.561, 0.069], [-0.173, 0.447, 0.151], [-0.400, 0.741, 0.333], [-1.072, -0.255, 0.075], [0.165, -0.073, 0.842], [0.387, -0.540, -0.695], [-0.506, -0.031, -0.020], [-0.173, -0.789, 1.162], [-0.630, -0.123, 0.017], [0.498, 0.729, -1.367], [1.656, 0.752, -0.562], [1.087, -0.428, 1.002], [-0.727, 0.387, -0.673], [1.287, -1.057, -0.103], [0.607, -0.101, 0.011], [-1.201, 0.666, -1.288], [0.194, -0.006, 0.490], [-0.196, -0.511, 0.047], [-1.055, -0.452, 0.064], [-0.083, 1.637, 0.420], [-0.203, 0.439, -1.553], [0.926, 0.162, -0.473], [-0.754, -0.293, 0.609], [0.392, -0.636, 0.192], [0.252, 0.159, 0.975], [-0.786, -0.143, 0.029], [0.179, 0.062, 0.014], [-0.445, 0.259, 0.309], [0.617, 0.041, -0.337], [-1.161, -0.730, -1.431], [0.303, 0.626, -0.063], [-1.407, 1.305, -0.113], [0.727, 0.138, 0.060], [0.358, -0.587, 0.937], [-0.580, 0.218, 0.256], [0.689, -0.060, 0.220], [0.236, 0.097, 0.208], [1.141, -0.946, 0.068], [1.318, -0.372, 0.072], [-1.935, -1.116, 1.816], [-1.875, 1.285, 0.006], [-0.333, 0.318, 0.241], [0.300, 0.021, -1.093], [0.408, 0.569, 0.366], [0.557, -0.841, -0.758], [-0.037, -0.014, 0.307], [1.650, -0.358, -0.586], [-0.600, -0.117, 2.579], [0.737, 1.341, -0.710], [-0.315, -1.676, 0.228], [0.858, 0.439, -0.274], [-0.365, -0.958, -0.992], [-0.394, 0.324, -0.213], [-0.537, 0.438, -0.061], [-0.037, -0.068, -0.331], [0.493, 0.337, -0.342], [-0.752, 0.953, -1.734], [0.279, -1.208, 0.810], [-0.012, 0.622, -0.841], [0.734, -0.863, 0.748], [0.557, -0.036, -0.308], [-0.404, 0.249, 0.485], [-0.006, -0.126, 0.822], [-0.667, 0.325, -0.026], [0.482, -0.130, 0.178], [1.022, 0.118, 1.142], [-0.931, 1.390, -1.277], [-0.294, -0.130, 0.371], [-0.326, 0.138, -0.424], [-0.021, -0.484, -0.552], [-0.132, 0.025, -0.336], [-0.217, 0.249, -0.095], [0.703, -1.445, 1.423], [0.213, 0.031, -0.198], [-0.164, -0.300, -0.353], [0.395, 0.657, -1.268], [-0.406, -0.147, -0.060], [-0.013, -0.504, -0.398], [-0.071, -0.221, 0.487], [1.112, -0.193, 1.139], [-0.526, 0.138, 0.480], [0.290, 0.045, 0.744], [-0.346, 0.564, -1.143], [2.131, -0.111, 0.880], [-0.331, -1.006, -0.678], [0.026, 0.017, 0.500], [-0.184, 0.313, -0.369], [-0.391, -0.158, 0.179], [-0.741, 0.830, -0.400], [0.010, -0.247, -0.207], [-0.424, 0.570, 0.006], [-0.288, -0.524, 0.099], [0.505, -0.833, -0.968], [2.804, -1.008, -1.200], [-0.289, 2.518, 4.156], [-0.709, 0.784, 0.620], [-0.124, -0.693, -0.021], [0.178, 0.401, 0.078], [-0.097, 0.484, 0.892], [-0.878, -0.547, -0.567], [-1.071, -1.237, -0.911], [0.759, 0.004, -1.683], [-0.135, -0.969, 0.890], [0.142, 1.504, 2.855], [0.795, -0.341, -1.991], [0.304, -1.492, 1.185], [1.125, -0.172, -0.327], [-0.035, 1.603, -0.346], [0.468, -2.545, -0.377], [-0.552, 0.282, -0.275], [0.366, 0.297, 0.689], [0.101, -0.325, 0.524], [-0.593, 0.177, 0.333], [0.677, -1.190, -1.905], [-0.745, 0.520, -0.643], [-0.963, 0.895, -0.203], [-0.487, -0.054, 0.529], [-0.704, 0.746, -0.316], [0.369, 0.762, -0.195], [-0.358, -0.035, 0.009], [0.188, -0.123, 1.106], [-0.670, 0.031, -0.469], [-0.009, 0.111, 1.093], [-0.169, -0.007, 0.018], [0.014, 0.507, -0.564]], "mulliken_charge": [-0.641, 0.119, 0.308, 0.213, 0.320, -0.461, -0.210, 0.144, -0.384, 0.000, 0.353, -0.101, -0.704, 0.135, 0.145, -0.392, 0.066, 0.088, -0.188, -0.288, -0.276, 0.321, 0.860, -0.114, -1.690, 1.223, -1.309, 0.499, -0.525, -0.428, -0.207, 1.415, -0.058, -0.049, 0.630, 0.484, 0.190, 0.436, -0.030, 0.382, 0.172, -0.326, -0.365, -0.575, 0.253, -0.436, -0.365, -0.741, -0.734, -0.038, 0.103, 0.037, 0.157, 0.275, 0.350, 0.297, 0.258, 0.278, 0.387, 0.088, -0.740, -0.047, -0.624, -0.042, 0.415, 0.303, 0.198, 0.290, 0.293, -1.019, 0.563, -0.156, 0.087, 0.339, 0.305, 0.278, -0.465, 0.127, -1.388, 0.128, 0.784, 0.280, 0.153, 0.445, 0.030, 0.315, -0.310, -1.160, 0.126, 0.540, 0.192, 0.451, 0.159, -0.238, 0.473, -0.338, -1.306, -0.001, -0.311, 0.431, 0.371, 0.204, 0.408, 0.033, 0.209, -1.553, 0.089, -0.406, 0.394, 0.419, 0.400, 0.109, 0.326, -0.101, -1.036, 0.274, -0.458, 0.294, 0.031, 0.416, 0.326, -0.309, -0.079, -0.942, -0.409, -0.195, 0.280, 0.018, 0.476, 0.262, 0.395, -0.056, -0.797, -0.278, -0.617, 0.025, 0.389, 0.289, 0.154, 0.539, 0.304, -1.190, -0.076, -0.086, 0.337, 0.181, 0.351, 0.536, -0.159, 0.160, -1.130, -0.180, -0.396, 0.315, 0.350, 0.268, 0.320, 0.285, -0.077, -0.153, -0.378, 1.109, 0.447, -0.035, -0.393, 0.561, 0.265, -0.269, -0.517, -0.484, -0.318, 0.492, -0.097, -0.735, -0.609, -0.353, -0.682, 0.168, 0.279, 0.222, 0.309, 0.299, -0.771, 0.261, 0.314, 0.551, 0.021, 0.332, 0.437, 0.288, 0.235, 0.276]}

=====

Entry 2:
{"formula": "C4H8BO12Rb", "method": "ωB97M-V/def2-TZVPD", "gap_ha": 0.292, "e_lumo_ev": -1.144, "species": ["Rb", "O", "C", "O", "B", "O", "C", "O", "O", "C", "O", "C", "O", "O", "O", "H", "H", "O", "H", "H", "O", "H", "H", "O", "H", "H"], "coordinates": [[-0.58662, 2.51635, -1.04785], [0.59038, 0.03835, -1.85785], [0.63538, -1.08165, -1.31985], [1.40438, -2.02765, -1.67985], [1.16738, -3.04865, -0.66085], [0.23538, -2.43065, 0.26115], [-0.15862, -1.37965, -0.25085], [-1.07962, -0.72765, 0.21915], [2.38838, -3.50465, 0.04115], [2.41138, -4.75765, 0.01915], [3.24738, -5.43965, 0.59015], [1.29738, -5.23865, -0.80085], [0.58038, -4.28965, -1.21885], [1.07438, -6.39465, -0.98485], [-1.98862, 3.14335, 1.35815], [-2.89862, 3.20335, 1.05815], [-1.91662, 2.30735, 1.81615], [-3.03262, 4.02035, -1.21685], [-3.25862, 4.66535, -0.56785], [-3.75262, 3.76135, -1.78985], [0.41838, 4.44035, 1.04515], [-0.42562, 3.98435, 0.94115], [0.68638, 4.47335, 1.98615], [0.81338, 1.27635, 0.99415], [1.45338, 1.82535, 1.35015], [0.69438, 0.66535, 1.71615]], "forces_ev_per_angstrom": [[0.324, -0.638, -0.646], [0.154, -1.469, 0.413], [1.988, 6.237, -6.418], [0.870, -1.172, -0.005], [0.958, -1.942, 0.012], [1.130, -4.120, 2.236], [-5.525, 2.208, 4.459], [0.156, 0.630, -0.672], [-0.752, 4.770, -0.311], [3.330, -3.734, 1.913], [-1.090, 0.476, -0.737], [0.075, -4.077, 0.240], [-1.353, 3.746, -0.922], [-0.131, -1.173, -0.343], [-0.154, 0.220, -0.003], [-0.129, -0.109, -0.037], [0.049, -0.434, 0.263], [1.150, -1.074, -0.508], [-0.812, 0.835, 0.229], [-0.528, 0.423, 0.174], [0.876, 0.231, 0.036], [-0.046, 0.290, 1.213], [-0.689, -0.166, -0.871], [-1.597, -1.253, -0.588], [2.229, 2.115, 0.751], [-0.483, -0.819, 0.119]], "mulliken_charge": [0.823, -0.675, 0.597, -0.424, 1.145, -0.566, 0.637, -0.694, -0.520, 0.681, -0.640, 0.579, -0.499, -0.595, -0.567, 0.293, 0.310, -0.507, 0.281, 0.277, -0.586, 0.295, 0.288, -0.405, 0.195, 0.278]}

=====

| no. | largest force on an atom (eV/A) |
| --- | --- |
| 1 | 4.9 |
| 2 | 9.2 |